# 1
8
Properties=species:S:1:pos:R:3:mulliken_charge:R:1 method="wB97M-V/def2-TZVPD" e_tot_ha=-3534.3265 e_homo_ev="-4.793 / -4.792" charge=-1 relative_energy_kj_mol=186.9 orbital_gap_ev="6.543 / 6.542"
C -0.2090 -0.0831 0.8636 -0.49
O 0.3451 1.3369 -1.2861 -0.54
O -1.7403 0.1947 -0.8052 -0.61
O 0.1474 -1.0569 -1.6327 -0.61
S -0.2886 0.1440 -0.9341 1.19
Br -0.5242 -1.6293 1.4874 0.11
I 2.7890 0.4156 0.8082 -0.44
H -0.5194 0.6780 1.4989 0.38

---

# 2
8
Properties=species:S:1:pos:R:3:mulliken_charge:R:1 method="wB97M-V/def2-TZVPD" e_tot_ha=-2947.6988 e_homo_ev=-10.664 smiles="O=[N+]([O-])C#[N+][O-].Br" relative_energy_kj_mol=122.5 orbital_gap_ev=9.092
O 3.3730 -1.7031 -0.8948 -0.49
N 2.6647 -1.1386 -0.0969 0.97
O 1.8963 -1.6140 0.7298 -0.53
C 2.6447 0.2826 -0.1893 -0.30
N 3.2639 1.0321 -0.8200 0.77
O 3.6850 1.8662 -1.5027 -0.53
Br -0.1219 0.7443 1.0683 -0.22
H 1.2017 0.1173 1.2953 0.32

---

# 3
11
Properties=species:S:1:pos:R:3:mulliken_spin:R:1 method="wB97M-V/def2-TZVPD" e_tot_ha=-1491.6560 e_homo_ev="-11.841 / -13.336" charge=+1 relative_energy_kj_mol=41.9 spin_multiplicity=3 s_squared=2.001 orbital_gap_ev="6.265 / 7.614"
Ce -0.7500 -2.5001 -1.8207 2.00
O -1.1987 -1.6734 0.4237 0.00
N -0.3604 -0.9307 1.2380 0.00
S 0.7966 -0.2164 0.3335 0.00
O 0.8401 -0.8036 -1.0475 0.00
O 2.0380 -0.0993 1.0841 0.00
C 0.3030 1.5584 -0.0121 0.00
F -0.7719 1.5855 -0.7828 0.00
F 0.0291 2.1538 1.1356 0.00
F 1.2920 2.1938 -0.6163 0.00
H -2.2178 -1.2679 0.0646 0.00